Version P
The following is a DFT calculation (wB97M-V/def2-TZVPD) of one molecule with the formula C7H9N3O2.

Geometry as ORCA input:
```
! wB97M-V def2-TZVPD RIJCOSX def2/J DEFGRID3
* xyz 0 1
C 0.529 -0.637 0.130
N -1.035 1.504 -2.106
C 1.321 -1.702 2.507
C 1.738 -1.352 0.192
H -0.299 -0.884 3.419
C -1.798 2.721 -2.039
H -1.297 -0.007 1.188
C -0.323 -0.519 1.267
O -0.582 1.139 -3.209
H 3.004 -2.470 1.404
H 2.933 -2.248 -0.956
C 2.149 -1.795 1.430
H 0.544 0.054 -1.943
N -0.029 -0.142 -1.066
H -1.556 3.292 -1.027
O 2.498 -1.377 -0.994
H -2.780 2.460 -2.086
H 1.779 -2.261 3.393
N -0.910 0.884 -1.037
C 0.153 -0.997 2.480
H -1.511 3.333 -3.034
*
```

Summary:
frontier orbital gap: 8.718 eV

Atom charges from the natural (NBO) analysis, given in e for atoms 1 to 5: 0.10, 0.26, -0.22, 0.26, 0.22

Version Q
The following is a DFT calculation (wB97M-V/def2-TZVPD) of one molecule with the formula C7H9N3O2.

Geometry as ORCA input:
```
! wB97M-V def2-TZVPD RIJCOSX def2/J DEFGRID3
* xyz 0 1
H 0.544 -3.168 1.088
O -1.018 -1.833 1.086
C -0.609 0.988 0.604
C 1.845 0.827 0.272
H 2.667 0.685 -0.377
H 1.963 0.951 1.240
C -0.874 0.797 -2.267
C -2.002 0.564 -1.420
H -0.505 2.148 0.834
H 1.140 1.052 -2.467
N -0.112 -1.073 1.520
C 0.371 0.879 -1.810
C -1.900 0.719 -0.087
C 0.662 0.861 -0.345
H -2.902 0.349 -1.919
N 1.141 -1.322 1.540
H 2.110 -2.781 2.032
H -0.957 0.968 -3.332
O -0.416 0.240 1.807
H -2.585 0.787 0.694
N 1.438 -2.637 1.308
*
```

Summary:
frontier orbital gap: 8.358 eV

Atom charges from the natural (NBO) analysis, given in e for atoms 1 to 5: 0.41, -0.52, 0.01, -0.33, 0.20

Here is how they stack up, most stable first: version P, version Q.

Version P
The following is a DFT calculation (wB97M-V/def2-TZVPD) of one molecule with the formula C4H8FN.

Geometry as ORCA input:
```
! wB97M-V def2-TZVPD RIJCOSX def2/J DEFGRID3
* xyz 0 1
H 2.342 -0.155 0.760
H -0.944 0.013 -1.824
H 1.844 -1.822 0.383
H -0.629 1.594 -1.551
H -2.685 0.125 0.252
N 0.322 -0.556 0.791
C -1.782 0.804 0.153
C -0.839 0.770 -1.034
H -0.127 -1.015 1.554
C -0.325 0.570 0.361
H 1.755 -0.647 -0.633
F 0.368 1.836 0.965
C 1.643 -0.814 0.351
H -2.281 1.757 0.418
*
```

Summary:
frontier orbital gap: 10.456 eV

Atom charges from the natural (NBO) analysis, given in e for atoms 1 to 5: 0.19, 0.22, 0.20, 0.22, 0.23

Version Q
The following is a DFT calculation (wB97M-V/def2-TZVPD) of one molecule with the formula C4H8FN.

Geometry as ORCA input:
```
! wB97M-V def2-TZVPD RIJCOSX def2/J DEFGRID3
* xyz 0 1
C -1.339 -0.826 -0.529
H -1.568 2.352 -0.940
C -1.012 1.764 -0.096
H -1.732 -0.831 -1.562
N 1.076 0.460 0.163
H 1.535 -1.669 -0.076
H 2.743 -0.511 -0.431
C 1.883 -0.704 0.198
F -2.402 -0.849 0.347
H -1.792 1.806 0.651
H 2.021 -0.845 1.318
H -0.692 -1.740 -0.381
H -0.144 2.415 0.080
C -0.525 0.410 -0.148
*
```

Summary:
frontier orbital gap (spin up / spin down): 9.235 / 8.934 eV

Atom charges from the natural (NBO) analysis, given in e for atoms 1 to 5: -0.03, 0.24, -0.72, 0.19, -0.39

Here is how they stack up, most stable first: version P, version Q.

Version P
The following is a DFT calculation (wB97M-V/def2-TZVPD) of an isolated ion of composition C5H10N and charge +1.

Geometry as ORCA input:
```
! wB97M-V def2-TZVPD RIJCOSX def2/J DEFGRID3
* xyz 1 1
N -1.007 -1.381 0.823
C 2.718 -0.299 -0.744
C -1.162 -0.523 -0.370
H -0.769 -0.748 1.561
C 0.126 0.464 -0.686
H 0.033 1.024 -1.621
H 0.946 1.291 1.051
H -1.176 -1.097 -1.308
H -2.010 -1.893 1.054
H 0.207 2.573 0.033
H 3.679 -0.426 -0.905
H -1.979 0.181 -0.195
H -0.408 -2.292 0.717
H -0.839 1.509 0.903
C 1.579 0.096 -0.722
C 0.063 1.522 0.410
*
```

Summary:
frontier orbital gap: 9.684 eV

Atom charges from the natural (NBO) analysis, given in e for atoms 1 to 5: -0.71, -0.16, -0.23, 0.45, -0.30

Version Q
The following is a DFT calculation (wB97M-V/def2-TZVPD) of an isolated ion of composition C5H10N and charge +1.

Geometry as ORCA input:
```
! wB97M-V def2-TZVPD RIJCOSX def2/J DEFGRID3
* xyz 1 1
H 0.769 -0.790 -1.427
H -1.238 2.110 0.089
H -2.550 1.049 -0.448
H -1.271 -1.682 1.291
H 2.414 0.336 0.270
C -0.785 -0.104 -0.184
N 0.669 -0.306 -0.569
H 2.230 0.771 -1.496
H -0.913 -2.246 -0.323
H -2.110 0.914 1.104
C -0.733 -1.546 0.452
C 1.733 0.750 -0.491
C -1.595 1.056 0.146
H 1.241 -0.877 1.524
C 0.811 -1.276 0.546
H 1.329 1.842 -0.485
*
```

Summary:
frontier orbital gap (spin up / spin down): 7.962 / 9.557 eV

Atom charges from the natural (NBO) analysis, given in e for atoms 1 to 5: 0.43, 0.27, 0.29, 0.24, 0.25

Version R
The following is a DFT calculation (wB97M-V/def2-TZVPD) of an isolated ion of composition C5H10N and charge +1.

Geometry as ORCA input:
```
! wB97M-V def2-TZVPD RIJCOSX def2/J DEFGRID3
* xyz 1 1
H 0.260 -2.265 0.284
H -1.359 -1.347 -1.574
C -0.271 1.075 0.591
C -1.539 0.597 -0.125
C -0.193 -1.318 0.448
H 2.521 0.568 0.200
H 2.263 -0.813 -0.516
H -0.619 -1.148 1.409
H -0.390 1.257 1.704
C -1.056 -0.803 -0.628
H -1.656 1.225 -0.973
N 1.885 0.109 -0.439
H 1.797 0.451 -1.334
C 0.622 -0.045 0.308
H -2.466 0.510 0.476
H 0.200 1.949 0.169
*
```

Summary:
frontier orbital gap (spin up / spin down): 8.080 / 8.351 eV

Atom charges from the natural (NBO) analysis, given in e for atoms 1 to 5: 0.25, 0.25, -0.47, -0.43, -0.49

Here is how they stack up, most stable first: version P, version R, version Q.

Version P
The following is a DFT calculation (wB97M-V/def2-TZVPD) of an isolated ion of composition C6H10N3O and charge +1.

Geometry as ORCA input:
```
! wB97M-V def2-TZVPD RIJCOSX def2/J DEFGRID3
* xyz 1 1
C 1.517 -0.238 0.487
H 3.252 0.450 -0.757
N -2.214 0.653 -0.136
H 3.966 -1.184 -0.863
H 2.131 -0.651 1.303
H 1.822 0.815 0.380
H -1.583 0.919 -2.821
N -0.924 0.667 -2.104
C 0.124 -0.235 0.838
C 3.072 -0.502 -1.152
H -1.008 -0.861 2.573
C -2.154 0.305 1.088
C -1.132 0.548 -0.878
H -3.436 -0.147 2.600
C -0.892 -0.314 1.619
H -4.168 0.466 1.358
N -3.279 0.453 1.850
H 3.071 -0.434 -2.311
H 0.007 0.269 -2.394
O 1.827 -0.976 -0.679
*
```

Summary:
frontier orbital gap: 8.643 eV

Atom charges from the natural (NBO) analysis, given in e for atoms 1 to 5: -0.19, 0.17, -0.57, 0.20, 0.22

Version Q
The following is a DFT calculation (wB97M-V/def2-TZVPD) of a 2-piece molecular cluster, C6H10N3O overall.

Geometry as ORCA input:
```
! wB97M-V def2-TZVPD RIJCOSX def2/J DEFGRID3
* xyz 1 1
C 1.882 0.861 0.868
N -1.359 -0.530 -0.630
H -2.026 -2.575 -0.911
O 2.477 1.637 -0.044
H 1.822 2.298 -1.939
C -2.001 -0.211 0.633
H -2.123 -1.276 -2.333
H 0.012 -1.628 1.380
N 2.332 0.678 2.103
H -2.545 0.849 0.473
H 2.049 0.023 2.744
C 0.559 0.648 0.339
H -2.668 -0.972 1.096
C -1.561 -1.749 -1.546
C 1.569 1.874 -1.061
H -1.130 0.297 -1.119
H -0.671 -2.158 -1.905
H 3.372 1.018 2.258
C -0.498 -0.299 0.559
N 0.509 1.212 -0.963
*
```

Summary:
frontier orbital gap: 8.375 eV

Atom charges from the natural (NBO) analysis, given in e for atoms 1 to 5: 0.54, -0.40, 0.24, -0.40, 0.21

Here is how they stack up, most stable first: version P, version Q.